A.
C3H5N5 | ωB97M-V with the def2-TZVPD basis set

Last column: Mulliken charge in e.
Atoms and positions in Å:
C: -0.396 -0.341 -0.258  0.510
N: -1.365 0.617 -0.121  -0.432
C: -0.906 1.728 0.423  0.134
N: 0.506 1.798 0.712  0.086
H: 0.665 2.566 1.319  0.232
C: 0.184 -2.617 -0.504  -0.684
N: 1.488 0.828 0.437  -0.476
H: 0.440 -2.798 0.666  0.192
N: -0.816 -1.518 -0.597  -0.488
N: 1.051 -0.200 -0.189  0.013
H: -1.374 2.777 0.447  0.295
H: 0.993 -2.291 -1.031  0.321
H: -0.077 -3.555 -1.047  0.295

Total charge ... 0
SMILES ... C/N=c1/nc[nH]nn1
LUMO level ... -0.01117 Ha


B.
C3H5N5 | ωB97M-V with the def2-TZVPD basis set

Last column: Mulliken charge in e.
Atoms and positions in Å:
N: 1.120 1.281 -0.031  -0.524
C: 0.296 -0.743 -0.672  0.127
C: -1.678 -0.780 0.105  0.420
N: 0.309 0.247 0.285  0.515
N: -2.881 -1.097 0.411  -0.628
H: -1.302 0.746 1.397  0.275
H: -3.420 -0.274 0.898  0.242
N: -1.061 0.448 0.488  -0.470
C: 2.306 0.923 -0.254  -0.250
H: 2.616 -0.188 -0.180  0.281
H: 1.281 -0.881 -1.262  0.244
H: 3.204 1.659 -0.326  0.259
N: -0.790 -1.342 -0.860  -0.493

Total charge ... 0
SMILES ... [H]/N=c1/ncn(N=C)[nH]1
LUMO level ... 0.01643 Ha


C.
C3H5N5 | ωB97M-V with the def2-TZVPD basis set

Last column: Mulliken charge in e.
Atoms and positions in Å:
H: 0.281 1.710 1.111  0.331
N: -2.221 -0.322 -0.377  -0.305
C: -1.902 0.813 0.050  -0.422
N: 2.099 -0.433 0.223  -0.277
C: 0.958 -0.918 0.324  0.187
H: -2.776 1.584 0.089  0.334
C: -0.575 1.013 0.548  0.085
H: 1.537 1.177 -0.986  0.249
H: 3.287 0.769 -0.855  0.226
N: -0.162 -0.178 -0.008  0.267
N: -1.226 -1.011 -0.270  -0.579
N: 2.394 0.666 -0.436  -0.361
H: 0.604 -1.749 1.184  0.264

Total charge ... 0
LUMO level ... 0.01933 Ha


D.
C3H5N5 | ωB97M-V with the def2-TZVPD basis set

Last column: Mulliken charge in e.
Atoms and positions in Å:
C: 1.295 0.413 -0.125  -0.094
H: -0.394 2.993 -0.373  0.318
N: -1.188 -0.409 -0.057  -0.462
N: -0.684 -2.644 0.270  -0.542
N: 0.443 2.589 0.082  -0.775
C: -0.218 -1.551 0.132  0.451
N: -1.083 0.805 -0.056  -0.291
H: 0.297 2.633 1.252  0.299
H: 2.028 -1.675 -0.325  0.168
H: -0.229 -3.527 -0.049  0.266
C: 1.093 -0.891 -0.219  -0.337
N: 0.095 1.185 -0.078  0.638
H: 2.196 1.064 -0.359  0.361

Total charge ... 0
SMILES ... [H]/N=c1\ccn(N)nn1
LUMO level ... 0.02405 Ha


Q: Which of them is the least stable? A: D.


A.
CH5ClNOP | ωB97M-V with the def2-TZVPD basis set

Last column: Mulliken charge in e.
Atoms and positions in Å:
C: -0.715 1.065 1.285  -0.604
Cl: 1.123 -2.510 0.131  -0.098
H: -0.232 0.330 -2.185  0.037
N: 1.297 -1.179 -0.988  -0.348
P: -0.305 -0.436 -0.960  0.171
O: -0.215 1.011 -0.102  -0.317
H: -0.948 0.108 1.625  0.312
H: -0.062 1.546 1.971  0.262
H: 1.593 -1.650 -2.039  0.331
H: -1.537 1.714 1.262  0.254

Total charge ... 0
LUMO level ... 0.01840 Ha


B.
CH5ClNOP | ωB97M-V with the def2-TZVPD basis set

Last column: Mulliken charge in e.
Atoms and positions in Å:
H: -1.513 -1.777 0.746  0.280
H: 0.377 1.885 -1.936  0.239
H: 1.315 2.457 -0.701  0.259
C: -0.732 -1.005 1.211  -0.835
O: 1.769 -0.767 0.032  -0.515
H: -0.159 -1.507 2.001  0.295
N: 0.307 2.221 -0.970  -0.598
P: 0.381 -0.342 -0.173  0.767
Cl: -0.450 -0.998 -1.835  -0.205
H: -1.295 -0.169 1.625  0.312

Total charge ... 0
LUMO level (alpha / beta) ... -0.03210 / -0.04876 Ha


Q: Which of them is the least stable? A: A.


A.
C5H6N | ωB97M-V with the def2-TZVPD basis set

Last column: Mulliken charge in e.
Atoms and positions in Å:
N: -1.027 0.482 -0.199  -0.114
C: 0.041 0.656 0.733  -0.432
H: 0.034 0.927 -2.097  0.434
H: 1.744 -0.419 1.500  0.279
C: -0.103 0.155 -1.324  -0.046
H: 0.303 -1.419 1.838  0.291
C: 0.737 -0.647 1.121  -0.267
C: 0.758 -1.072 -0.306  0.219
H: 0.544 1.654 0.731  0.370
H: -1.597 1.215 -0.627  0.356
H: -1.723 -0.294 0.127  0.369
C: 0.291 -1.236 -1.497  -0.459

Total charge ... +1
LUMO level (alpha / beta) ... -0.19335 / -0.19454 Ha


B.
C5H6N | ωB97M-V with the def2-TZVPD basis set

Last column: Mulliken charge in e.
Atoms and positions in Å:
C: -0.034 -0.131 0.855  0.312
H: 0.301 1.613 -1.017  0.308
C: -0.088 -0.699 -1.206  -0.099
C: 0.700 -1.045 -0.137  -0.010
H: -0.215 -1.467 -1.966  0.336
H: -0.617 1.255 2.300  0.242
H: 1.421 -1.919 -0.280  0.347
C: -0.354 0.805 -1.157  -0.196
N: -0.970 0.053 -0.222  -0.206
H: -1.051 1.072 -2.051  0.226
H: 0.820 0.083 2.835  0.287
C: 0.088 0.379 2.046  -0.548

Total charge ... +1
LUMO level ... -0.24275 Ha


Q: Which of them is the least stable? A: A.


A.
C3H4Cl2Si | ωB97M-V with the def2-TZVPD basis set

Last column: Mulliken charge in e.
Atoms and positions in Å:
C: -3.073 0.330 2.097  -0.375
Si: 1.480 -0.484 -0.838  0.595
Cl: 0.485 1.324 -1.040  -0.202
H: -3.657 -0.524 2.260  0.408
H: 3.152 -0.266 -2.725  0.257
H: -2.259 2.365 1.633  0.339
Cl: 1.071 -1.108 0.987  -0.135
H: 2.829 -2.077 -2.211  0.198
C: 2.496 -0.965 -2.182  -0.720
C: -2.523 1.406 2.021  -0.364

Total charge ... 0
SMILES ... C=[Si](Cl)Cl.C#C
LUMO level ... -0.00334 Ha


B.
C3H4Cl2Si | ωB97M-V with the def2-TZVPD basis set

Last column: Mulliken charge in e.
Atoms and positions in Å:
Si: -0.847 0.619 -0.655  0.498
Cl: 1.770 -1.424 -1.033  -0.145
C: -1.572 -1.111 1.775  0.392
C: 1.658 0.314 -0.698  -0.443
H: -1.854 -1.542 2.653  0.446
H: -0.812 1.985 -0.443  -0.079
H: -1.641 0.007 -1.923  -0.033
Cl: 2.359 0.762 0.899  -0.154
H: 2.178 0.843 -1.430  0.380
C: -1.240 -0.453 0.855  -0.862

Total charge ... 0
LUMO level ... -0.00557 Ha


Q: Which of them is the least stable? A: B.


A.
C7H16O2 | ωB97M-V with the def2-TZVPD basis set

Last column: Mulliken charge in e.
Atoms and positions in Å:
H: 0.747 -2.575 -1.973  0.376
H: 3.081 -0.532 0.615  0.386
H: 0.117 2.555 -0.096  0.298
C: 1.471 -2.202 -1.252  -1.278
H: -1.372 2.904 0.661  0.449
H: -0.411 -1.669 0.455  0.393
C: -2.316 0.386 1.032  -1.659
H: -0.683 -1.069 -1.229  0.499
H: -2.727 -0.585 0.754  0.378
C: -1.156 0.790 0.149  1.019
H: 1.729 -2.949 -0.507  0.349
C: -0.594 2.122 0.610  -1.464
H: -2.226 1.690 -1.298  0.331
H: 1.814 0.385 1.511  0.335
H: 2.354 -1.907 -1.815  0.401
H: -0.109 2.018 1.580  0.329
H: 0.655 0.851 -1.647  0.458
C: 2.031 -0.491 0.901  -1.511
H: -1.977 0.326 2.067  0.354
O: -1.566 0.983 -1.232  -0.593
C: -0.165 -0.928 -0.291  -1.213
H: -3.142 1.114 0.987  0.394
C: 1.178 -0.440 -0.334  1.260
H: 1.800 -1.372 1.494  0.310
O: 1.470 0.593 -1.143  -0.600

Total charge ... 0
LUMO level ... 0.02743 Ha


B.
C7H16O2 | ωB97M-V with the def2-TZVPD basis set

Last column: Mulliken charge in e.
Atoms and positions in Å:
H: -1.324 0.962 -1.549  0.214
H: -3.487 -2.035 -0.463  0.294
H: 0.115 -0.979 -1.155  0.345
H: -0.353 2.766 1.043  0.339
C: -0.080 0.702 1.538  1.170
H: 2.389 1.075 -1.435  0.287
C: 0.939 -0.318 1.968  -1.304
C: 0.434 2.109 1.404  -1.284
H: -2.335 -1.232 -1.557  0.203
H: 0.777 2.457 2.381  0.421
C: 0.533 -0.004 -1.360  0.297
H: -2.367 -3.004 -1.445  0.237
H: 2.460 -0.485 -0.565  0.258
C: 2.024 0.041 -1.410  -1.262
H: 0.150 2.011 -1.798  0.301
H: 2.369 -0.460 -2.314  0.375
H: 1.951 -0.008 1.729  0.296
H: 0.858 -0.428 3.046  0.413
O: -1.503 -2.104 0.135  -0.480
O: -1.242 0.415 1.371  -0.661
C: -0.251 1.033 -1.581  -0.801
H: -1.577 -1.282 0.649  0.336
H: 1.281 2.132 0.722  0.238
C: -2.475 -2.080 -0.878  -0.594
H: 0.713 -1.282 1.523  0.362

Total charge ... 0
SMILES ... CC(C)=O.C=CC.CO
LUMO level ... 0.03215 Ha


Q: Which of them is the least stable? A: A.


A.
C7H16O2 | ωB97M-V with the def2-TZVPD basis set

Last column: Mulliken charge in e.
Atoms and positions in Å:
H: -2.130 0.761 1.705  0.278
C: -1.249 2.675 -1.406  -1.108
C: -1.350 0.259 1.128  -0.362
H: -0.528 3.046 -0.696  0.346
H: 1.838 -2.518 2.066  0.257
O: 0.150 -2.497 -1.792  -0.627
C: -2.055 1.466 -0.954  -0.660
H: -1.055 -1.576 2.257  0.291
H: -2.505 1.020 -1.846  0.313
H: 2.580 -1.254 3.062  0.338
C: 0.798 -0.633 2.055  0.039
H: -1.898 3.514 -1.690  0.330
C: -0.512 -0.729 1.851  -0.371
H: 3.236 0.175 -2.498  0.307
H: -0.732 2.430 -2.340  0.285
H: -0.505 -0.076 -0.768  0.291
H: 1.128 -2.126 3.592  0.321
C: -1.230 0.481 -0.171  -0.150
H: 2.136 0.126 -1.370  0.344
C: 1.646 -1.688 2.733  -1.164
O: 2.768 -0.410 -1.891  -0.639
H: -2.936 1.744 -0.371  0.338
H: 0.120 -2.423 -2.756  0.320
H: 1.373 0.197 1.643  0.387
H: 0.912 -1.964 -1.544  0.298

Total charge ... 0
SMILES ... C/C=C/C=C/CC.O.O
LUMO level ... 0.01867 Ha


B.
C7H16O2 | ωB97M-V with the def2-TZVPD basis set

Last column: Mulliken charge in e.
Atoms and positions in Å:
C: -0.060 1.613 -0.013  -0.691
C: 1.514 -0.419 -0.123  0.980
O: -2.105 1.094 -1.832  -0.539
H: 2.050 -2.369 0.036  0.311
H: -1.098 0.306 1.207  0.354
O: -1.274 -2.344 1.224  -0.646
H: -0.740 -1.590 0.954  0.253
H: -0.195 2.555 -0.526  0.394
H: -3.244 0.287 -0.389  0.351
C: -1.381 0.958 0.401  -0.830
H: -1.846 -0.788 -0.829  0.364
C: 2.441 -0.063 1.005  -1.462
H: 0.809 -2.080 -1.298  0.300
C: 1.460 -1.671 -0.541  -1.064
H: 3.475 -0.032 0.651  0.336
H: 2.250 0.864 1.547  0.327
H: 2.467 -0.807 1.808  0.370
H: -1.391 -2.240 2.170  0.306
H: -2.159 0.548 -2.625  0.295
H: 0.323 0.276 -1.684  0.325
H: -2.008 1.731 0.843  0.408
H: 0.477 1.887 0.892  0.371
C: 0.838 0.709 -0.854  -0.717
C: -2.192 0.231 -0.675  -0.484
H: 1.588 1.344 -1.348  0.385

Total charge ... 0
SMILES ... C=C(C)CCCCO.O
LUMO level ... 0.02853 Ha


Q: Which of them is the least stable? A: A.